[1]
30
Properties=species:S:1:pos:R:3:forces:R:3 method="wB97M-V/def2-TZVPD" total_charge=0 homo_ev=-8.45 e_lumo_ev=0.9398 homo_lumo_gap_ev=9.4 smiles=Cc1ccccc1.Cc1ccccc1
C 2.0631 -2.5401 0.4582 -0.941 -0.376 0.535
C -0.1220 -1.5759 1.1495 -1.271 -1.362 -0.603
C 0.5663 -2.2062 0.0995 2.502 1.628 1.535
C -1.4467 -1.1339 0.9969 2.902 -0.414 -3.540
C 0.0445 -2.2372 -1.1559 -2.785 1.335 2.097
C -1.9985 -1.0419 -0.3054 1.845 -2.463 0.626
C -1.2891 -1.7061 -1.3161 1.536 -0.811 0.035
H 0.3837 -1.6529 2.0955 -0.239 0.502 0.515
H -1.8435 -0.6142 1.7498 -1.909 1.668 3.002
H 2.5635 -3.2783 -0.1501 -0.228 -0.305 -0.567
H 1.9965 -2.9939 1.4533 0.272 0.018 -0.038
H 0.7150 -2.6190 -1.8401 0.457 -0.844 -2.255
H -2.9531 -0.6100 -0.4706 -0.664 0.191 -0.167
H -1.6848 -1.9446 -2.2725 -0.736 0.576 -0.818
H 2.8002 -1.7230 0.5549 -0.849 0.187 -0.222
C 2.1943 1.5253 0.2762 -0.379 -0.979 -2.118
C -2.0086 2.2480 -0.4075 -1.076 -1.167 -0.694
C -1.4447 2.6196 0.8161 0.011 -1.025 -2.387
C -1.2330 1.5343 -1.3539 -2.625 -0.580 -0.330
C -0.1087 2.3770 1.0450 1.470 -0.044 -0.532
C 0.1097 1.2826 -1.1458 0.971 1.165 1.817
C 0.7220 1.6912 0.0733 -1.809 0.890 0.299
H -3.1524 2.3338 -0.6045 2.223 -0.025 0.470
H -2.1261 2.9624 1.5224 -0.589 1.088 1.439
H -1.8937 0.9480 -2.1048 1.756 1.490 0.598
H 0.2921 2.9018 1.9276 0.273 -0.937 -0.257
H 0.8093 0.9277 -1.8750 -0.233 -0.772 -0.489
H 2.7102 2.3757 0.0181 0.860 2.823 -0.323
H 2.7432 0.8857 -0.4205 -0.875 -0.761 -0.255
H 2.5910 1.2641 1.1864 0.129 -0.694 2.627

---

[2]
13
Properties=species:S:1:pos:R:3:forces:R:3 method="wB97M-V/def2-TZVPD" total_charge=0 homo_ev=-9.04 e_lumo_ev=0.6022 homo_lumo_gap_ev=9.6 smiles="C#C[C@@H]1S[C@@H]1/C=C/F"
C -1.5353 -0.4481 -0.1714 0.938 -2.531 0.495
C -0.6153 -1.5783 -0.1226 -2.513 6.996 -0.300
C 0.7168 -1.0990 0.3632 0.012 -1.917 -0.403
C 1.1751 0.2916 0.4427 1.978 -0.156 0.845
C 0.5047 1.4022 -0.1532 2.118 -3.495 1.529
C -0.0603 2.3722 -0.4477 -1.797 7.031 -1.432
H -1.3675 0.6728 0.1441 -0.196 -3.071 -0.479
H -0.7227 -2.5451 -0.5514 -0.446 -0.511 -0.048
H 1.0803 -1.8432 1.0721 0.253 0.766 0.432
H 1.7920 0.6052 1.3569 -1.008 -0.635 -1.402
H -0.2740 3.4802 -0.5994 -0.002 -2.455 0.024
F -2.8568 -0.5615 -0.5493 1.425 -0.356 0.154
S 2.1629 -0.7491 -0.7841 -0.760 0.333 0.583

---

[3]
13
Properties=species:S:1:pos:R:3:forces:R:3 method="wB97M-V/def2-TZVPD" total_charge=0 homo_ev=-8.92 e_lumo_ev=-0.5995 homo_lumo_gap_ev=8.3 smiles="S=CC[C@@H]1CN1"
C 0.6546 0.0770 -0.6330 2.353 -1.381 -0.691
C -0.3466 -1.0540 -0.3404 1.358 -0.519 -0.261
C -1.4602 -0.5449 0.4944 -1.457 0.381 -2.562
C 1.2769 0.7250 0.5686 -0.601 1.421 0.145
N 0.3327 1.3788 -0.3342 3.745 -0.038 -1.021
S -2.7528 0.2754 -0.1566 1.548 -1.098 1.259
H 1.3679 -0.1262 -1.5102 -1.268 0.162 1.071
H 0.2249 -1.9304 0.0762 -0.688 0.855 0.024
H -0.6441 -1.3541 -1.3186 -0.859 -0.311 -0.664
H -1.2957 -0.7622 1.5056 -0.465 0.109 1.738
H 0.8858 0.3809 1.5230 0.199 -0.006 0.114
H 2.2964 1.1994 0.5939 -1.125 -0.742 -0.120
H -0.5399 1.7353 -0.4686 -2.740 1.167 0.967

---

[4]
17
Properties=species:S:1:pos:R:3:forces:R:3 method="wB97M-V/def2-TZVPD" total_charge=0 homo_ev="-7.14 / -7.37" e_lumo_ev="-0.2908 / 0.0882" homo_lumo_gap_ev="6.9 / 7.5"
C -1.8240 0.7208 -0.6930 0.641 0.649 -0.394
C 0.3477 1.6286 0.1086 -0.375 1.388 -0.478
C -1.6289 -0.5782 -0.8979 0.060 -0.542 -0.436
C 1.1615 0.6409 0.0432 1.013 -2.150 0.353
C -1.1052 1.4604 0.4527 -0.996 -0.718 -2.002
N -0.2974 -2.8628 -0.5184 0.176 -1.494 -1.817
N 3.4679 -0.3028 0.8117 -2.109 -2.288 0.153
S 2.6533 0.1651 -0.5896 -0.078 0.995 -0.537
S -0.7541 -1.6091 0.2381 -0.310 1.440 1.503
H -2.3478 1.3238 -1.4686 0.300 -0.580 0.743
H 0.7643 2.5606 -0.2822 -0.539 0.375 0.210
H -1.9839 -1.0796 -1.7909 -0.054 -0.142 0.084
H -1.6860 2.3328 0.5886 -0.008 1.354 0.421
H -1.2678 0.8379 1.2847 0.274 -0.599 1.443
H -0.1528 -3.7464 -0.0201 -0.053 0.909 0.338
H 4.4113 -0.0465 0.9099 1.207 0.432 -0.237
H 3.3075 -1.3283 0.8152 0.851 0.973 0.653

---

[5]
112
Properties=species:S:1:pos:R:3:forces:R:3 method="wB97M-V/def2-TZVPD" s2=0.82 total_charge=+1 multiplicity=2 homo_ev="-10.25 / -10.21" e_lumo_ev="-2.3040 / -2.3892" homo_lumo_gap_ev="7.9 / 7.8"
Mn 0.4077 1.4143 -0.6456 -0.314 0.000 -0.140
C 3.4574 4.4771 3.1699 0.002 0.001 0.019
C 2.5247 4.6397 1.9975 -0.096 0.050 -0.030
O 3.1302 4.1760 0.7510 0.004 -0.044 -0.104
P 3.3428 2.6614 0.4172 -0.117 0.076 0.154
S 3.7103 2.6780 -1.6063 0.032 -0.111 -0.110
S 1.8770 1.4875 1.0639 0.373 -0.034 0.484
O 4.7093 2.2987 1.1118 0.003 0.092 -0.127
C 5.0712 0.9445 1.4907 0.041 -0.029 0.103
C 5.2662 0.0350 0.3017 -0.006 -0.034 -0.008
H 3.0334 4.9993 4.0267 -0.005 -0.006 0.048
H 4.4341 4.9064 2.9521 0.007 0.025 -0.003
H 3.5858 3.4295 3.4408 -0.006 -0.017 -0.002
H 2.2979 5.6837 1.7933 0.027 -0.028 0.023
H 1.5889 4.0949 2.1320 0.009 0.040 0.016
H 4.2915 0.5743 2.1583 0.031 -0.059 0.019
H 5.9931 1.0734 2.0546 -0.033 -0.012 -0.027
H 4.3159 -0.1945 -0.1838 -0.003 0.010 0.007
H 5.7046 -0.9021 0.6464 -0.003 -0.023 -0.009
H 5.9388 0.4797 -0.4309 0.029 0.008 0.017
C 1.5018 -0.6130 -3.6552 -0.062 0.067 -0.090
C 0.7612 -1.2722 -2.4855 0.015 -0.081 0.077
P -0.6164 -0.2766 -1.7944 -0.378 -0.093 -0.242
C -1.8491 -2.9052 -0.9912 -0.330 0.034 -0.004
C -1.4222 -4.0783 -0.5327 0.111 0.047 -0.009
C -2.1405 -4.6381 0.6091 0.000 -0.041 0.005
C -2.5198 -3.7529 1.5397 -0.001 0.002 -0.054
C -2.4895 -2.2387 1.4428 -0.009 0.093 0.161
C -1.3116 -1.4648 0.7658 0.079 -0.064 -0.027
C -1.6877 0.0508 -3.2259 -0.011 -0.134 -0.031
C -1.7211 -0.8322 -4.3071 0.062 -0.017 0.022
C -2.5618 -0.5968 -5.3827 -0.004 -0.016 0.001
C -3.3931 0.5154 -5.3815 -0.008 -0.001 0.004
C -3.3752 1.3915 -4.3065 0.025 -0.013 0.004
C -2.5199 1.1667 -3.2368 -0.069 -0.013 0.028
C 2.4934 0.4970 -3.2936 0.000 0.013 0.011
P 1.8179 1.8921 -2.2818 0.218 0.144 -0.122
C -0.9267 2.7942 -0.6555 0.106 0.024 0.285
C -0.5805 4.1425 -0.7931 -0.057 0.023 -0.126
C -1.3675 5.1445 -0.2412 0.005 0.010 -0.012
C -2.5141 4.8202 0.4722 -0.022 0.013 0.003
C -2.8791 3.4908 0.6229 -0.010 0.000 -0.002
C -2.0919 2.4921 0.0630 -0.010 -0.038 -0.061
C 1.3564 3.1235 -3.5397 -0.057 -0.069 -0.009
C 1.9715 4.3585 -3.7077 -0.005 0.048 0.034
C 1.5228 5.2295 -4.6914 0.000 0.003 0.021
C 0.4632 4.8755 -5.5104 -0.023 -0.032 -0.028
C -0.1551 3.6429 -5.3468 0.015 0.054 0.004
C 0.2859 2.7745 -4.3635 0.012 -0.020 -0.034
H 0.7887 -0.2341 -4.3917 0.024 -0.035 0.054
H 2.0680 -1.3924 -4.1698 0.016 0.021 -0.015
H 1.4465 -1.4559 -1.6512 0.016 -0.040 0.005
H 0.3645 -2.2486 -2.7771 0.023 0.029 -0.005
H -0.4225 -4.4395 -0.7503 0.065 0.016 0.026
H -2.2140 -5.7022 0.7941 -0.031 -0.030 -0.013
H -2.9813 -4.1330 2.4456 -0.016 -0.007 0.025
H -2.5917 -1.8239 2.4488 0.004 -0.056 -0.049
H -1.3615 -0.4417 1.1552 -0.044 -0.040 -0.089
H -1.0988 -1.7187 -4.3117 -0.010 0.010 -0.016
H -2.5750 -1.2863 -6.2162 -0.002 -0.006 -0.007
H -4.0540 0.6960 -6.2184 -0.014 0.007 -0.013
H -4.0211 2.2590 -4.3000 -0.011 0.015 0.002
H -2.4936 1.8709 -2.4173 0.007 0.011 0.028
H 2.8890 0.9365 -4.2121 0.088 -0.032 0.039
H 3.3407 0.0894 -2.7364 -0.082 -0.037 0.064
H 0.3074 4.4276 -1.3499 0.006 -0.021 0.035
H -1.0874 6.1827 -0.3685 0.006 0.020 -0.001
H -3.1237 5.6024 0.9047 -0.010 0.008 -0.002
H -3.7744 3.2323 1.1740 -0.009 -0.004 0.004
H -2.4081 1.4575 0.1856 -0.008 -0.009 0.006
H 2.7917 4.6581 -3.0703 0.010 -0.003 0.002
H 2.0055 6.1893 -4.8133 0.012 0.020 0.000
H 0.1176 5.5586 -6.2744 -0.004 0.006 -0.008
H -0.9869 3.3600 -5.9773 -0.022 -0.012 -0.013
H -0.2213 1.8278 -4.2344 0.013 0.010 -0.010
C -1.0034 -4.8203 4.8046 0.002 0.069 0.017
C -0.9474 -3.3065 4.7735 -0.115 0.043 -0.068
C -0.7427 -2.6931 6.1416 -0.009 -0.057 0.047
O 0.1687 -2.9752 3.9001 0.140 -0.126 0.034
P 0.4938 -1.6063 3.1801 0.000 -0.015 -0.023
S -0.5400 -0.0757 3.6943 0.049 0.104 -0.003
S 0.3620 -2.0692 1.1272 0.053 0.116 -0.057
O 2.0512 -1.4509 3.3793 0.039 0.063 -0.068
C 3.0760 -2.4774 3.5754 -0.021 0.072 0.057
C 3.0453 -2.9833 5.0026 0.043 -0.026 0.005
C 2.9963 -3.5766 2.5384 0.009 -0.018 0.005
H -1.9049 -5.1453 5.3227 -0.020 -0.002 0.033
H -0.1411 -5.2239 5.3359 0.034 -0.008 -0.004
H -1.0158 -5.2264 3.7949 -0.006 -0.003 -0.045
H -1.8528 -2.9102 4.3062 0.014 0.044 0.051
H 0.2451 -2.9566 6.5217 0.002 -0.036 0.023
H -1.4882 -3.0979 6.8262 -0.026 0.035 0.037
H -0.8337 -1.6092 6.1214 0.008 -0.019 -0.039
H 3.9937 -1.9064 3.4233 -0.017 0.005 -0.006
H 2.1990 -3.6464 5.1686 -0.002 -0.009 -0.010
H 2.9886 -2.1508 5.7028 0.004 0.014 -0.003
H 3.9628 -3.5372 5.2032 0.013 -0.019 0.010
H 2.0855 -4.1636 2.6519 -0.024 -0.012 0.008
H 3.8489 -4.2437 2.6680 0.011 -0.014 0.001
H 3.0336 -3.1709 1.5277 0.013 0.019 -0.026
C -1.5504 -1.4829 -0.7743 0.200 0.003 -0.038
C -3.0130 -1.9897 -0.8216 -0.027 0.019 -0.088
C -3.6457 -1.7831 0.5398 0.023 -0.033 0.010
C -4.9716 -2.4675 0.6724 0.015 0.018 0.021
C -5.7176 -2.6694 -0.4102 0.016 0.014 -0.039
C -5.2361 -2.2801 -1.7403 0.004 0.014 0.031
C -3.9665 -1.9333 -1.9607 -0.029 0.072 0.043
H -3.8126 -0.7041 0.6920 0.015 0.017 -0.010
H -5.3370 -2.7194 1.6594 -0.012 -0.029 0.048
H -6.7016 -3.1093 -0.3264 -0.036 -0.017 0.003
H -5.9331 -2.3029 -2.5668 -0.029 0.000 -0.033
H -3.6312 -1.6971 -2.9552 0.074 0.011 -0.113

---

In eV, the E_tot values for the records above are, in order, -14775.4732 -19850.7906 -16583.8114 -29959.8477 -166522.7953.